This record from OMol25 describes a molecular structure, C17H24F3NO7SSiTi at a distorted geometry. The level of theory is ωB97M-V/def2-TZVPD.

Structure (XYZ):
```
55
Properties=species:S:1:pos:R:3
Ti 0.8948 0.1966 0.7594
O 6.8050 2.7291 -1.5805
C 6.3295 1.6749 -2.0414
O 6.8271 0.8210 -2.7931
C 4.9078 1.3333 -1.5287
C 4.1645 0.2932 -2.0595
C 2.8841 0.0462 -1.5812
N 2.3527 0.7647 -0.5975
C 3.0775 1.7686 -0.0526
C 4.3326 2.0950 -0.4966
C 2.3734 2.5132 1.0910
O 2.8439 3.4626 1.6531
O 1.1703 1.9628 1.3605
H 4.6025 -0.3098 -2.8428
H 2.2640 -0.7461 -1.9902
H 4.8855 2.9209 -0.0750
C -1.8848 2.2230 -0.9459
Si -1.4948 0.5211 -0.2322
C -2.0450 -0.7565 -1.5574
C -2.1255 -2.1730 -0.9936
C -3.3807 -0.4085 -2.2209
C -0.9721 -0.7521 -2.6550
C -2.5806 0.3672 1.3544
C -4.0697 0.1478 1.0939
C -2.4314 1.6691 2.1533
C -2.0732 -0.7761 2.2367
H -2.9411 2.4648 -0.8038
H -1.6718 2.2530 -2.0157
H -1.2943 3.0107 -0.4793
H -2.9446 -2.2951 -0.2820
H -1.2051 -2.4741 -0.4832
H -2.2927 -2.8905 -1.8049
H -4.2206 -0.3926 -1.5219
H -3.6165 -1.1515 -2.9921
H -3.3526 0.5643 -2.7132
H 0.0093 -1.0429 -2.2732
H -0.8554 0.2279 -3.1233
H -1.2360 -1.4644 -3.4453
H -4.5074 0.9289 0.4709
H -4.6213 0.1518 2.0423
H -4.2725 -0.8100 0.6094
H -2.8422 2.5262 1.6190
H -1.3947 1.9170 2.3955
H -2.9742 1.5855 3.1026
H -2.1057 -1.7487 1.7405
H -2.6678 -0.8512 3.1560
H -1.0409 -0.6292 2.5885
F 1.4621 -3.1203 4.1087
C 1.4884 -3.4020 2.8058
F 2.2648 -4.4647 2.6077
F 0.2543 -3.6942 2.4087
S 2.1896 -1.9513 1.8793
O 3.5553 -2.2543 1.6382
O 1.8570 -0.7429 2.6601
O 1.3193 -1.8386 0.6466
```

Values from the calculation:
HOMO-LUMO gap (spin up / spin down) ... 7.61 / 7.68 eV
Energy ... -83827.0191 eV
HOMO level (spin up / spin down) ... -0.207 / -0.208 Ha
Expectation value of S² ... 0.755
Multiplicity ... 2
ΔE to the lowest compared entry with this formula, charge and spin ... 0.0 kcal per mole
Charge ... -1